(1)
The following is a quantum chemistry calculation of 2 unconnected molecules or ions with the total composition C19H22FO4S, from OMol25.

Computed properties:
strongest force on any atom	0.81	eV Å⁻¹
LUMO energy	0.0617	Eh
net charge	-1
E	-1536.2531	Eh

Each line ends with the Mulliken charge.
Cartesian coordinates (Å):
C 0.501 6.212 -0.681  -1.03
C 0.066 5.788 0.694  0.78
O 0.443 6.308 1.710  -0.57
O -0.764 4.723 0.677  -0.35
C -1.767 4.669 1.702  -0.56
C -1.616 3.441 2.609  -0.76
C -0.909 2.281 1.911  -0.53
C -0.963 0.998 2.740  -0.86
C -0.052 -0.103 2.247  0.97
C 0.475 -1.030 3.148  -0.75
C 1.283 -2.077 2.729  -0.93
C 1.571 -2.214 1.378  0.66
C 1.066 -1.283 0.473  0.29
C 0.269 -0.232 0.897  -0.44
C 1.399 -1.476 -0.973  0.05
O 1.573 -0.543 -1.718  -0.57
C 1.532 -2.907 -1.410  0.40
C 1.075 -3.289 -2.789  -0.93
C -0.292 -4.005 -2.650  -0.71
C -1.117 -3.859 -3.923  -0.51
S -2.359 -5.222 -3.995  -0.30
C 2.023 -3.782 -0.517  -0.48
C 2.394 -3.341 0.845  -0.19
O 3.288 -3.841 1.497  -0.60
H 0.820 7.249 -0.631  0.35
H -0.303 6.084 -1.399  0.30
H 1.352 5.595 -0.971  0.28
H -1.711 5.570 2.309  0.41
H -2.726 4.622 1.185  0.34
H -2.619 3.109 2.886  0.30
H -1.044 3.713 3.496  0.36
H -1.423 2.090 0.965  0.32
H 0.125 2.523 1.669  0.44
H -0.756 1.193 3.794  0.38
H -1.984 0.605 2.671  0.32
H 0.251 -0.943 4.205  0.37
H 1.674 -2.793 3.438  0.45
H -0.104 0.455 0.149  0.40
H 0.919 -2.403 -3.401  0.40
H 1.806 -3.926 -3.278  0.47
H -0.837 -3.555 -1.811  0.26
H -0.168 -5.058 -2.388  0.46
H -0.449 -3.937 -4.786  0.33
H -1.686 -2.934 -3.942  0.38
H -3.449 -4.510 -4.295  0.10
H 2.148 -4.828 -0.770  0.46
F 1.050 -3.137 -5.694  -0.93

***

(2)
The following is a quantum chemistry calculation of a molecular structure, C19H22N2O10SSeSn, from OMol25.

Computed properties:
strongest force on any atom	0.54	eV Å⁻¹
LUMO energy	-0.0097	Eh
ΔE to the lowest compared entry with this formula, charge and spin	0.0	kJ/mol
E	-4613.0729	Eh

Each line ends with the Mulliken charge.
Cartesian coordinates (Å):
Sn -2.011 -0.917 -0.016  1.02
O -1.425 -0.825 -2.617  -0.51
C -1.114 0.470 -3.105  -0.83
C -0.250 1.239 -2.126  -0.08
N -0.915 1.456 -0.844  0.53
C -2.039 2.385 -0.954  -0.94
C -3.417 1.710 -0.985  0.63
O -4.352 2.267 -1.519  -0.72
O -3.488 0.585 -0.338  -0.68
C 0.065 1.805 0.189  -0.81
C 0.561 0.560 0.930  0.58
O 1.739 0.418 1.203  -0.72
O -0.383 -0.268 1.241  -0.32
H -0.601 -1.310 -2.457  0.41
H -2.072 0.968 -3.265  0.37
H -0.604 0.415 -4.073  0.40
H 0.050 2.197 -2.578  0.44
H 0.664 0.669 -1.940  -0.38
H -1.954 3.048 -1.820  0.21
H -2.058 3.018 -0.064  0.53
H -0.423 2.426 0.942  0.52
H 0.917 2.364 -0.209  0.28
Se 0.771 -3.197 1.426  0.31
C 0.601 -4.752 0.450  0.30
N 0.492 -5.719 -0.167  -0.47
O 2.279 -2.621 0.593  -0.49
C 2.113 -1.891 -0.550  0.40
O 1.027 -1.650 -1.024  -0.47
C 3.419 -1.478 -1.101  0.60
C 3.531 -0.221 -1.674  -0.21
C 4.737 0.212 -2.226  -1.21
C 5.787 -0.672 -2.183  0.91
O 7.052 -0.496 -2.657  -0.50
C 7.762 -1.699 -2.361  -0.23
O 6.868 -2.587 -1.697  -0.49
C 5.674 -1.928 -1.605  0.88
C 4.507 -2.365 -1.039  -1.16
H 2.682 0.447 -1.642  0.26
H 4.845 1.196 -2.658  0.44
H 8.601 -1.468 -1.701  0.26
H 8.101 -2.154 -3.295  0.25
H 4.424 -3.337 -0.576  0.53
O -3.040 -0.724 2.074  -0.73
S -3.117 0.720 2.539  0.90
C -3.302 0.588 4.346  -0.82
C -4.651 1.197 4.715  -0.57
C -5.593 0.842 3.567  -0.62
C -4.841 1.228 2.301  -0.80
H -2.443 1.048 4.830  0.41
H -3.278 -0.488 4.521  0.29
H -4.564 2.283 4.797  0.28
H -4.995 0.823 5.679  0.33
H -6.548 1.363 3.637  0.38
H -5.796 -0.231 3.564  0.29
H -4.833 2.308 2.139  0.43
H -5.159 0.743 1.381  0.37

***

(3)
The following is a quantum chemistry calculation of C19H22N2O3 in the gas phase, from OMol25.

Computed properties:
strongest force on any atom	0.54	eV Å⁻¹
LUMO energy	0.0266	Eh
ΔE to the lowest compared entry with this formula, charge and spin	166.6	kJ/mol
E	-1072.4490	Eh
structure (SMILES)	O=C(CCOc1ccccc1)N1CCN(c2ccc(O)cc2)CC1

Each line ends with the Mulliken charge.
Cartesian coordinates (Å):
O 1.847 3.156 1.518  -0.69
C 0.995 2.380 1.917  0.52
C 0.792 2.160 3.407  -0.53
C 1.794 1.132 3.961  -0.61
O 1.514 -0.191 3.562  -0.50
C 1.985 -0.690 2.379  0.74
C 2.833 -0.037 1.493  -0.37
C 3.210 -0.665 0.317  -0.75
C 2.761 -1.936 0.010  -0.61
C 1.929 -2.595 0.902  -0.48
C 1.544 -1.980 2.075  -0.33
N 0.220 1.683 1.058  0.29
C -0.824 0.740 1.400  -1.08
C -1.006 -0.265 0.266  -1.13
N -1.450 0.415 -0.930  0.25
C -1.892 -0.317 -2.019  0.51
C -1.798 -1.712 -2.064  -0.32
C -2.287 -2.424 -3.140  -0.92
C -2.879 -1.769 -4.212  0.86
O -3.343 -2.513 -5.261  -0.56
C -2.982 -0.385 -4.178  -0.53
C -2.504 0.328 -3.097  -0.65
C -0.904 1.746 -1.109  -0.93
C 0.419 1.888 -0.365  -1.05
H 1.003 3.113 3.895  0.46
H -0.225 1.856 3.648  0.26
H 1.712 1.112 5.052  0.39
H 2.814 1.427 3.695  0.31
H 3.198 0.959 1.688  0.43
H 3.865 -0.143 -0.366  0.42
H 3.057 -2.411 -0.912  0.41
H 1.576 -3.591 0.680  0.40
H 0.894 -2.477 2.779  0.43
H -0.563 0.190 2.304  0.72
H -1.772 1.269 1.569  0.22
H -1.772 -0.988 0.561  0.73
H -0.059 -0.806 0.117  0.33
H -1.329 -2.255 -1.260  0.35
H -2.209 -3.500 -3.169  0.40
H -3.729 -1.927 -5.923  0.26
H -3.451 0.141 -5.000  0.26
H -2.627 1.400 -3.087  0.42
H -1.612 2.502 -0.740  0.20
H -0.727 1.933 -2.170  0.73
H 1.144 1.159 -0.748  0.23
H 0.837 2.888 -0.502  0.52

***

(4)
The following is a quantum chemistry calculation of C19H22N2O4S in the gas phase at a distorted geometry, from OMol25.

Computed properties:
strongest force on any atom	1.20	eV Å⁻¹
LUMO energy	-0.0005	Eh
ΔE to the lowest compared entry with this formula, charge and spin	116.1	kJ/mol
E	-1545.8917	Eh
structure (SMILES)	CCOC(=O)C1CCN(C2=NC(=O)/C(=C/c3ccccc3OC)S2)CC1

Each line ends with the Mulliken charge.
Cartesian coordinates (Å):
C -6.161 -2.153 -2.320  -1.10
C -6.357 -0.740 -1.793  -0.26
O -5.127 -0.189 -1.313  -0.31
C -4.764 -0.494 -0.069  -0.15
O -5.404 -1.183 0.681  -0.60
C -3.454 0.190 0.289  1.05
C -2.681 -0.628 1.332  -0.70
C -1.846 0.299 2.227  -1.16
N -1.406 1.440 1.465  0.10
C -0.220 1.518 0.879  1.06
N 0.130 2.452 0.071  -0.55
C 1.409 2.349 -0.396  -0.43
O 1.938 3.115 -1.165  -0.63
C 2.114 1.136 0.159  0.18
C 3.372 0.850 -0.210  -0.17
C 4.240 -0.240 0.160  1.16
C 3.898 -1.213 1.099  -0.44
C 4.762 -2.240 1.423  -1.08
C 5.998 -2.313 0.805  -0.63
C 6.371 -1.364 -0.132  -0.63
C 5.510 -0.325 -0.464  0.65
O 5.802 0.640 -1.372  -0.37
C 7.047 0.615 -2.025  -0.97
S 1.033 0.279 1.227  -0.28
C -2.464 2.353 1.072  -0.80
C -3.771 1.585 0.847  -0.95
H -7.095 -2.520 -2.735  0.38
H -5.851 -2.811 -1.512  0.31
H -5.399 -2.163 -3.096  0.30
H -6.679 -0.063 -2.587  0.31
H -7.088 -0.737 -0.977  0.32
H -2.874 0.312 -0.630  0.36
H -2.030 -1.341 0.825  0.26
H -3.391 -1.189 1.942  0.35
H -2.445 0.670 3.063  0.36
H -0.983 -0.230 2.633  0.54
H 3.796 1.560 -0.911  0.58
H 2.937 -1.157 1.586  0.31
H 4.473 -2.979 2.154  0.39
H 6.682 -3.113 1.049  0.37
H 7.340 -1.443 -0.599  0.41
H 7.876 0.708 -1.316  0.38
H 7.044 1.478 -2.689  0.26
H 7.174 -0.296 -2.618  0.36
H -2.136 2.854 0.160  0.48
H -2.597 3.110 1.853  0.23
H -4.326 1.472 1.780  0.35
H -4.397 2.138 0.147  0.41

***

(5)
The following is a quantum chemistry calculation of C19H22N2O6S2 in the gas phase at a distorted geometry, from OMol25.

Computed properties:
strongest force on any atom	1.10	eV Å⁻¹
LUMO energy	-0.0245	Eh
ΔE to the lowest compared entry with this formula, charge and spin	0.0	kJ/mol
E	-2094.5762	Eh
structure (SMILES)	CCN(C(=O)CN1C(=O)S/C(=C\c2cccc(OC)c2)C1=O)[C@H]1CCS(=O)(=O)C1

Each line ends with the Mulliken charge.
Cartesian coordinates (Å):
C -3.777 -2.314 2.213  -1.01
C -3.970 -2.357 0.698  -0.92
N -3.411 -1.188 0.048  0.17
C -2.157 -1.123 -0.440  0.77
O -1.700 -0.132 -0.975  -0.63
C -1.276 -2.377 -0.299  -1.14
N 0.095 -1.940 -0.424  0.21
C 0.821 -2.158 -1.561  0.76
O 0.507 -2.852 -2.483  -0.57
S 2.362 -1.274 -1.432  -0.23
C 1.929 -0.589 0.126  -0.12
C 2.617 0.249 0.928  -0.57
C 3.918 0.847 0.775  1.12
C 4.398 1.656 1.811  -0.88
C 5.643 2.247 1.711  -0.45
C 6.424 2.049 0.590  -0.57
C 5.960 1.247 -0.459  0.70
O 6.796 1.116 -1.518  -0.48
C 6.383 0.331 -2.614  -0.78
C 4.712 0.650 -0.360  -0.37
C 0.599 -1.066 0.522  0.33
O 0.003 -0.785 1.537  -0.65
C -4.213 0.037 0.084  -0.20
C -3.517 1.160 0.909  -0.91
C -3.161 2.330 0.020  -0.69
S -4.592 2.349 -1.089  1.04
O -4.356 3.044 -2.321  -0.67
O -5.773 2.702 -0.348  -0.65
C -4.555 0.542 -1.312  -1.02
H -4.323 -1.478 2.644  0.34
H -2.726 -2.193 2.465  0.24
H -4.143 -3.234 2.661  0.41
H -3.518 -3.256 0.279  0.52
H -5.038 -2.393 0.463  0.47
H -1.394 -2.848 0.678  0.28
H -1.479 -3.087 -1.105  0.38
H 2.092 0.505 1.843  0.37
H 3.791 1.814 2.689  0.39
H 6.011 2.868 2.513  0.39
H 7.397 2.503 0.495  0.44
H 7.200 0.379 -3.331  0.24
H 5.473 0.730 -3.072  0.32
H 6.216 -0.710 -2.322  0.32
H 4.339 0.030 -1.157  0.21
H -5.142 -0.225 0.595  0.59
H -2.629 0.755 1.397  0.36
H -4.210 1.504 1.678  0.45
H -2.290 2.134 -0.597  0.27
H -3.067 3.268 0.554  0.52
H -5.507 0.180 -1.684  0.47
H -3.760 0.348 -2.025  0.42

***

Q: The highest E belongs to which entry?
A: C19H22N2O3